Record 1
# C47H46F6MnN5O7S3Sb2

A structure of composition C47H46F6MnN5O7S3Sb2 (wB97M-V/def2-TZVPD, the OMol25 dataset).

Results
**Net charge**: -1
**Orbital gap (spin up / spin down)**: 7.205 / 6.870 eV
**2S+1**: 6
**<S²>**: 8.759
**Molecular weight**: 1301.56 g mol⁻¹
**Max |F|**: 3.49 eV/A
**Energy relative to the best compared isomer or geometry (same formula, charge and spin)**: 47.3 kcal per mole
**HOMO energy (spin up / spin down)**: -5.54 / -5.54 eV
**E_tot**: -6044.17461 Eh

Cartesian coordinates (Å):
Mn1 -0.556 1.049 3.558
F1 1.914 3.996 2.380
C1 2.100 4.455 3.647
F2 1.132 5.347 3.847
F3 3.260 5.049 3.752
S1 2.092 2.972 4.734
O1 0.713 2.497 4.661
O2 2.588 3.425 5.975
N1 3.096 2.089 3.965
S2 2.827 0.815 3.057
O3 3.371 -0.398 3.571
O4 1.424 0.771 2.654
C2 3.731 1.133 1.494
F4 4.519 0.134 1.174
F5 4.536 2.234 1.700
F6 2.869 1.312 0.454
C3 -0.363 -0.720 -3.000
C4 -0.834 0.404 -3.950
C5 -0.593 1.789 -3.479
Sb1 1.399 2.542 -3.166
C6 1.533 3.686 -5.027
C7 0.487 4.191 -5.765
C8 0.704 4.988 -6.915
C9 2.036 5.373 -7.235
C10 3.118 4.742 -6.602
C11 2.840 3.969 -5.483
C12 0.625 4.298 -2.040
C13 -0.002 5.448 -2.577
C14 -0.901 6.194 -1.792
C15 -1.064 5.975 -0.420
C16 -0.298 4.950 0.157
C17 0.525 4.170 -0.631
Sb2 1.789 -1.090 -3.199
C18 1.397 -2.535 -4.788
C19 0.781 -3.740 -4.480
C20 0.229 -4.514 -5.534
C21 0.348 -4.059 -6.841
C22 0.993 -2.853 -7.145
C23 1.523 -2.082 -6.105
C24 1.887 -2.445 -1.489
C25 0.666 -2.907 -0.880
C26 0.721 -3.582 0.330
C27 1.908 -3.872 0.947
C28 3.080 -3.450 0.352
C29 3.106 -2.744 -0.871
H1 -0.903 -1.560 -3.286
H2 -0.578 -0.507 -1.941
H3 -1.861 0.325 -4.054
H4 -0.404 0.183 -4.944
H5 -1.025 1.857 -2.517
H6 -1.048 2.481 -4.128
H7 -0.501 3.997 -5.466
H8 -0.134 5.352 -7.513
H9 2.258 6.041 -8.068
H10 4.121 4.979 -6.908
H11 3.680 3.622 -4.899
H12 -0.042 5.585 -3.644
H13 -1.445 6.990 -2.211
H14 -1.759 6.575 0.106
H15 -0.362 4.860 1.244
H16 1.050 3.401 -0.059
H17 0.653 -4.037 -3.425
H18 -0.379 -5.439 -5.334
H19 -0.078 -4.631 -7.691
H20 0.994 -2.602 -8.216
H21 1.941 -1.121 -6.323
H22 -0.279 -2.585 -1.361
H23 -0.196 -3.957 0.761
H24 1.932 -4.381 1.895
H25 4.019 -3.556 0.916
H26 4.064 -2.412 -1.281
C30 -4.727 3.982 1.759
C31 -3.863 2.875 1.233
C32 -3.524 3.108 -0.228
C33 -4.694 1.569 1.244
N2 -2.636 2.956 2.037
N3 -1.575 2.062 1.596
H27 -5.770 3.727 1.486
H28 -4.604 4.947 1.305
H29 -4.642 4.134 2.786
H30 -4.429 3.211 -0.801
H31 -3.078 2.224 -0.677
H32 -2.936 4.001 -0.345
H33 -5.498 1.814 0.588
H34 -5.004 1.315 2.249
H35 -4.178 0.682 0.836
H36 -2.854 2.741 3.005
H37 -1.061 2.680 0.959
H38 -1.928 1.204 1.199
O5 -0.366 -7.384 2.659
S3 -0.303 -6.957 4.020
O6 -1.228 -7.670 4.870
N4 -0.252 -5.318 4.103
C34 0.899 -4.734 4.480
O7 1.254 -3.563 4.530
C35 1.841 -5.798 4.908
C36 3.189 -5.700 5.327
C37 3.867 -6.839 5.579
C38 3.361 -8.141 5.480
C39 2.073 -8.247 4.964
C40 1.355 -7.092 4.717
H39 3.608 -4.729 5.536
H40 4.861 -6.741 5.935
H41 3.944 -8.984 5.839
H42 1.515 -9.166 4.784
N5 -5.735 -4.378 2.632
C41 -5.095 -3.446 2.828
C42 -4.208 -2.322 3.007
C43 -2.803 -2.465 2.707
C44 -1.931 -1.413 2.765
C45 -2.340 -0.256 3.543
C46 -3.651 -0.100 3.830
C47 -4.650 -1.081 3.468
H43 -2.641 -3.346 2.103
H44 -0.894 -1.617 2.417
H45 -3.968 0.774 4.381
H46 -5.676 -0.984 3.708

---

Record 2
# C18H56N18O36PS3

A cluster of 17 separate species, C18H56N18O36PS3 in total (wB97M-V/def2-TZVPD, the OMol25 dataset).

Results
**Net charge**: -1
**Orbital gap**: 6.579 eV
**Molecular weight**: 1227.91 g mol⁻¹
**Max |F|**: 7.79 eV/A
**HOMO energy**: -5.78 eV
**E_tot**: -5947.96168 Eh

Cartesian coordinates (Å):
C1 -1.455 5.569 1.718
C2 -2.807 5.025 0.926
N1 -2.890 3.517 0.843
S1 -3.348 2.771 2.354
O1 -4.692 3.460 2.810
O2 -2.349 3.009 3.524
N2 -3.730 1.078 2.141
S2 -2.301 0.090 1.970
O3 -1.827 -0.573 3.321
O4 -2.719 -1.125 1.053
P1 -0.646 1.035 0.993
S3 0.528 2.057 2.171
H1 -0.847 4.724 2.253
H2 -1.848 6.305 2.555
H3 -0.745 6.177 0.987
H4 -3.800 5.463 1.377
H5 -2.737 5.467 -0.180
H6 -3.452 3.182 0.029
H7 -1.011 1.897 -0.123
H8 0.197 -0.014 0.404
C3 -3.132 -3.983 2.135
N3 -2.367 -5.203 2.508
O5 -1.174 -5.057 2.797
O6 -2.986 -6.274 2.501
H9 -2.466 -3.119 2.184
H10 -3.505 -4.125 1.119
H11 -3.953 -3.878 2.848
C4 2.697 -0.452 -1.863
N4 2.381 0.819 -1.155
O7 1.194 1.038 -0.887
O8 3.335 1.560 -0.889
H12 1.768 -1.002 -2.032
H13 3.169 -0.191 -2.812
H14 3.374 -1.025 -1.226
C5 -4.583 -7.489 -0.528
N5 -5.219 -6.208 -0.941
O9 -4.772 -5.168 -0.442
O10 -6.147 -6.283 -1.753
H15 -3.786 -7.273 0.186
H16 -5.356 -8.107 -0.068
H17 -4.179 -7.961 -1.426
C6 2.309 -5.111 1.804
N6 2.492 -3.869 1.006
O11 1.471 -3.261 0.662
O12 3.655 -3.538 0.747
H18 1.241 -5.280 1.956
H19 2.753 -5.933 1.239
H20 2.816 -4.966 2.760
C7 4.529 4.526 -2.184
N7 3.582 5.670 -2.261
O13 2.524 5.573 -1.629
O14 3.928 6.635 -2.953
H21 4.098 3.753 -1.545
H22 4.674 4.150 -3.199
H23 5.464 4.899 -1.761
C8 -6.702 0.133 0.104
N8 -6.520 1.376 -0.694
O15 -7.541 1.983 -1.038
O16 -5.357 1.707 -0.953
H24 -7.771 -0.035 0.256
H25 -6.258 -0.689 -0.461
H26 -6.195 0.278 1.060
C9 -3.052 -7.364 5.517
N9 -4.503 -7.551 5.787
O17 -5.294 -7.164 4.919
O18 -4.807 -8.080 6.862
H27 -2.932 -6.889 4.541
H28 -2.649 -6.727 6.307
H29 -2.585 -8.351 5.526
C10 3.465 1.661 4.961
N10 3.647 2.904 4.163
O19 2.626 3.511 3.819
O20 4.810 3.235 3.904
H30 2.397 1.493 5.113
H31 3.909 0.839 4.396
H32 3.972 1.806 5.917
C11 1.022 -4.334 -3.234
N11 1.204 -3.091 -4.032
O21 0.183 -2.484 -4.376
O22 2.367 -2.760 -4.291
H33 -0.046 -4.502 -3.083
H34 1.466 -5.156 -3.799
H35 1.529 -4.189 -2.278
C12 7.699 2.029 2.450
N12 8.464 0.809 2.823
O23 9.657 0.955 3.112
O24 7.845 -0.261 2.816
H36 8.365 2.893 2.499
H37 7.326 1.887 1.434
H38 6.878 2.134 3.163
C13 2.886 0.371 -7.139
N13 3.651 -0.514 -6.219
O25 3.647 -0.221 -5.018
O26 4.233 -1.478 -6.730
H39 2.428 1.174 -6.557
H40 3.592 0.778 -7.867
H41 2.122 -0.239 -7.624
C14 1.492 4.824 -8.710
N14 2.257 3.603 -8.337
O27 3.451 3.750 -8.049
O28 1.638 2.533 -8.345
H42 2.159 5.687 -8.661
H43 1.120 4.681 -9.727
H44 0.672 4.929 -7.998
C15 -0.967 -4.760 8.703
N15 -0.238 -5.422 7.588
O29 0.930 -5.767 7.801
O30 -0.859 -5.576 6.529
H45 -0.303 -4.691 9.567
H46 -1.261 -3.766 8.361
H47 -1.840 -5.373 8.936
C16 -6.596 4.905 5.317
N16 -7.544 6.050 5.240
O31 -8.602 5.952 5.872
O32 -7.198 7.014 4.548
H48 -7.028 4.132 5.956
H49 -6.451 4.529 4.302
H50 -5.662 5.278 5.740
C17 -2.425 4.299 -5.753
N17 -2.243 5.542 -6.551
O33 -3.264 6.149 -6.895
O34 -1.080 5.872 -6.810
H51 -3.494 4.130 -5.602
H52 -1.981 3.477 -6.318
H53 -1.918 4.444 -4.797
C18 7.366 -0.736 -5.182
N18 7.084 0.521 -4.437
O35 5.966 0.636 -3.923
O36 7.995 1.356 -4.389
H54 6.482 -1.376 -5.142
H55 7.599 -0.463 -6.213
H56 8.216 -1.222 -4.698

---

Record 3
# C4H6Br4NP

A structure of composition C4H6Br4NP (wB97M-V/def2-TZVPD, the OMol25 dataset).

Results
**Orbital gap (spin up / spin down)**: 7.162 / 7.169 eV
**Molecular weight**: 418.69 g mol⁻¹
**Max |F|**: 5.74 eV/A
**Energy relative to the best compared isomer or geometry (same formula, charge and spin)**: 114.4 kcal per mole
**HOMO energy (spin up / spin down)**: -8.86 / -8.86 eV
**E_tot**: -10848.03028 Eh

Cartesian coordinates (Å):
C1 1.291 -0.764 0.072
C2 0.293 -1.516 -0.458
C3 2.309 -1.382 1.031
C4 1.314 0.722 0.063
N1 -2.302 0.418 -2.082
P1 -2.927 0.993 -0.837
Br1 -1.170 -1.458 -1.380
Br2 -4.562 2.443 -1.378
Br3 -1.927 2.316 0.571
Br4 -3.876 -0.381 0.660
H1 1.704 -2.259 1.404
H2 3.139 -1.771 0.466
H3 2.442 -0.753 1.806
H4 1.283 1.331 1.017
H5 2.409 0.939 -0.278
H6 0.582 1.123 -0.675

---

Record 4
# C40H73AsCrN3O5PSi3Te

A structure of composition C40H73AsCrN3O5PSi3Te (wB97M-V/def2-TZVPD, the OMol25 dataset).

Results
**Net charge**: -2
**Orbital gap (spin up / spin down)**: 4.807 / 5.403 eV
**2S+1**: 5
**<S²>**: 6.021
**Molecular weight**: 1045.79 g mol⁻¹
**Max |F|**: 0.69 eV/A
**Energy relative to the best compared isomer or geometry (same formula, charge and spin)**: 0.0 kcal per mole
**HOMO energy (spin up / spin down)**: -0.86 / -1.46 eV
**E_tot**: -6866.86058 Eh

Cartesian coordinates (Å):
Cr1 0.508 -1.206 0.004
O1 0.800 1.817 5.589
C1 0.826 1.185 4.375
C2 0.016 0.102 4.099
C3 0.078 -0.463 2.840
N1 0.923 -0.046 1.886
C4 1.714 1.009 2.169
C5 1.671 1.658 3.392
C6 2.705 1.570 1.117
O2 3.057 2.752 1.304
O3 3.058 0.778 0.225
C7 -0.892 -1.571 2.495
O4 -1.717 -1.915 3.345
O5 -0.779 -2.047 1.318
H1 0.158 1.360 6.142
H2 -0.697 -0.311 4.803
H3 2.311 2.516 3.536
C8 -4.580 3.561 4.209
C9 -4.409 2.054 4.363
C10 -4.127 1.393 3.004
C11 -3.314 2.306 2.059
C12 -2.419 3.211 2.912
C13 -3.269 4.201 3.721
P1 -2.278 1.260 0.917
C14 -1.645 2.468 -0.369
C15 -2.545 3.658 -0.781
C16 -1.885 5.008 -0.500
C17 -0.571 5.109 -1.271
C18 0.384 3.941 -0.931
C19 -0.230 2.919 0.025
C20 -3.481 0.282 -0.106
C21 -4.005 -0.974 0.601
C22 -4.525 -1.978 -0.440
C23 -5.112 -1.272 -1.672
C24 -5.731 0.064 -1.269
C25 -4.638 1.034 -0.783
H4 -4.902 4.019 5.148
H5 -5.380 3.749 3.485
H6 -5.296 1.605 4.817
H7 -3.581 1.857 5.052
H8 -5.073 1.133 2.524
H9 -3.590 0.452 3.165
H10 -4.009 2.950 1.507
H11 -1.700 3.759 2.306
H12 -1.824 2.578 3.577
H13 -3.497 5.073 3.101
H14 -2.687 4.568 4.572
H15 -1.526 1.804 -1.235
H16 -3.522 3.612 -0.297
H17 -2.747 3.604 -1.857
H18 -1.703 5.122 0.573
H19 -2.560 5.819 -0.790
H20 -0.088 6.072 -1.085
H21 -0.818 5.091 -2.339
H22 1.304 4.307 -0.471
H23 0.685 3.435 -1.853
H24 -0.210 3.317 1.042
H25 0.410 2.041 0.052
H26 -2.806 -0.085 -0.892
H27 -4.814 -0.698 1.282
H28 -3.226 -1.437 1.207
H29 -5.287 -2.612 0.026
H30 -3.710 -2.635 -0.752
H31 -5.848 -1.913 -2.165
H32 -4.317 -1.096 -2.403
H33 -6.457 -0.111 -0.467
H34 -6.288 0.513 -2.097
H35 -5.080 1.766 -0.097
H36 -4.249 1.601 -1.633
Te1 -1.084 -2.256 -2.128
N2 1.071 0.144 -1.450
C26 1.571 0.770 -2.268
N3 2.337 1.501 -3.048
C27 2.193 1.413 -4.499
C28 2.376 2.815 -5.090
C29 3.337 3.647 -4.222
C30 4.365 2.747 -3.540
C31 3.674 1.833 -2.526
H37 1.212 0.995 -4.718
H38 2.938 0.716 -4.897
H39 1.409 3.318 -5.154
H40 2.761 2.725 -6.109
H41 2.770 4.174 -3.450
H42 3.830 4.410 -4.829
H43 5.123 3.335 -3.021
H44 4.889 2.153 -4.295
H45 3.535 2.327 -1.564
H46 4.248 0.920 -2.344
C32 2.522 -6.527 0.789
Si1 1.552 -4.910 1.061
C33 1.462 -4.694 2.945
C34 -0.203 -5.293 0.489
As1 2.440 -3.140 -0.126
Si2 0.587 -3.124 -3.710
C35 2.232 -2.186 -3.822
C36 -0.153 -3.072 -5.460
C37 0.986 -4.939 -3.373
Si3 4.275 -2.675 1.187
C38 5.431 -1.553 0.197
C39 5.303 -4.215 1.642
C40 3.973 -1.808 2.845
H47 2.069 -7.349 1.355
H48 3.567 -6.434 1.089
H49 2.500 -6.791 -0.272
H50 1.029 -5.588 3.407
H51 0.833 -3.840 3.204
H52 2.453 -4.536 3.381
H53 -0.563 -6.191 1.005
H54 -0.236 -5.476 -0.588
H55 -0.876 -4.462 0.703
H56 2.369 -1.512 -2.979
H57 2.295 -1.624 -4.760
H58 3.064 -2.895 -3.790
H59 -0.407 -2.048 -5.742
H60 -1.069 -3.668 -5.508
H61 0.557 -3.471 -6.194
H62 1.618 -5.013 -2.484
H63 1.519 -5.384 -4.221
H64 0.071 -5.506 -3.195
H65 5.719 -2.047 -0.735
H66 6.341 -1.326 0.765
H67 4.920 -0.618 -0.042
H68 5.460 -4.845 0.763
H69 4.811 -4.820 2.408
H70 6.282 -3.911 2.030
H71 3.496 -0.840 2.696
H72 4.926 -1.640 3.362
H73 3.331 -2.406 3.496

---

Record 5
# C6H10O

An isolated molecule of C6H10O (wB97M-V/def2-TZVPD, the OMol25 dataset).

Results
**Orbital gap**: 10.196 eV
**SMILES**: CC1=CCC[C@H]1O
**Molecular weight**: 98.14 g mol⁻¹
**Max |F|**: 0.38 eV/A
**Energy relative to the best compared isomer or geometry (same formula, charge and spin)**: 3.0 kcal per mole
**HOMO energy**: -9.25 eV
**E_tot**: -309.83758 Eh

Cartesian coordinates (Å):
C1 -0.188 0.967 -2.019
C2 0.012 0.450 -0.632
C3 0.736 0.974 0.363
C4 0.885 0.008 1.520
C5 0.480 -1.317 0.852
C6 -0.559 -0.886 -0.186
O1 -1.866 -0.746 0.372
H1 0.223 1.973 -2.147
H2 -1.241 0.971 -2.323
H3 0.337 0.298 -2.715
H4 1.212 1.952 0.337
H5 0.215 0.255 2.355
H6 1.904 -0.010 1.922
H7 1.348 -1.705 0.305
H8 0.117 -2.094 1.528
H9 -0.670 -1.607 -1.002
H10 -1.995 0.178 0.617

---

Record 6
# BH34O15

A cluster of 16 separate species, BH34O15 in total (wB97M-V/def2-TZVPD, the OMol25 dataset).

Results
**Net charge**: -1
**Orbital gap**: 9.405 eV
**Molecular weight**: 285.07 g mol⁻¹
**Max |F|**: 3.50 eV/A
**Energy relative to the best compared isomer or geometry (same formula, charge and spin)**: 2.6 kcal per mole
**HOMO energy**: -7.05 eV
**E_tot**: -1173.87617 Eh

Cartesian coordinates (Å):
B1 -0.230 -0.322 -0.186
H1 0.891 -0.447 -0.751
H2 -0.299 0.737 0.380
H3 -1.141 -0.402 -1.010
H4 -0.309 -1.257 0.581
O1 -2.440 -2.453 2.468
H5 -3.081 -2.487 3.171
H6 -2.370 -1.499 2.438
O2 -0.146 -1.529 -3.420
H7 -0.591 -1.862 -2.623
H8 0.792 -1.502 -3.212
O3 -0.061 3.274 2.230
H9 -0.847 3.168 1.677
H10 0.394 4.032 1.889
O4 -1.842 0.553 -3.843
H11 -1.341 -0.086 -3.365
H12 -1.452 0.450 -4.745
O5 2.139 1.896 1.869
H13 1.211 2.277 1.974
H14 2.382 1.994 0.922
O6 -0.224 2.445 -2.182
H15 -0.211 1.643 -1.649
H16 -0.914 2.366 -2.845
O7 0.435 -2.384 3.459
H17 -0.412 -2.269 3.031
H18 1.075 -1.814 3.029
O8 2.106 -0.771 2.190
H19 1.299 -0.889 1.666
H20 2.209 0.207 2.052
O9 2.714 -1.889 -2.560
H21 3.680 -1.815 -2.489
H22 2.372 -2.151 -1.724
O10 -3.381 2.026 -1.950
H23 -2.517 1.730 -1.863
H24 -3.791 1.443 -2.532
O11 -0.029 -4.332 0.184
H25 -0.463 -4.144 -0.636
H26 0.139 -3.574 0.714
O12 -3.503 0.171 0.988
H27 -3.331 1.085 0.853
H28 -2.809 -0.158 0.469
O13 3.768 -0.409 -0.309
H29 4.157 -0.308 0.555
H30 2.881 -0.770 -0.235
O14 2.517 2.692 -0.879
H31 2.401 3.569 -1.279
H32 2.186 2.047 -1.474
O15 -1.290 0.229 3.150
H33 -0.922 0.547 2.279
H34 -1.816 0.933 3.542

---

Record 7
# C2H4OSi

An isolated molecule of C2H4OSi (wB97M-V/def2-TZVPD, the OMol25 dataset).

Results
**Orbital gap**: 9.649 eV
**SMILES**: O=C=C[SiH3]
**Molecular weight**: 72.14 g mol⁻¹
**Max |F|**: 5.78 eV/A
**Energy relative to the best compared isomer or geometry (same formula, charge and spin)**: 4.9 kcal per mole
**HOMO energy**: -9.01 eV
**E_tot**: -443.26450 Eh

Cartesian coordinates (Å):
O1 -2.825 -0.078 0.652
C1 -1.828 -0.320 0.135
C2 -0.482 -0.439 -0.379
Si1 1.100 0.278 0.169
H1 -0.387 -0.813 -1.330
H2 1.513 1.597 -0.480
H3 2.162 -0.605 -0.332
H4 0.747 0.379 1.566

---

Record 8
# C9H8N4O

An isolated molecule of C9H8N4O (wB97M-V/def2-TZVPD, the OMol25 dataset).

Results
**Orbital gap**: 8.412 eV
**SMILES**: O=CN1C2=CC[C@]1(n1cnnc1)C=C2
**Molecular weight**: 188.19 g mol⁻¹
**Max |F|**: 5.11 eV/A
**Energy relative to the best compared isomer or geometry (same formula, charge and spin)**: 150.4 kcal per mole
**HOMO energy**: -9.36 eV
**E_tot**: -641.77626 Eh

Cartesian coordinates (Å):
O1 0.389 -2.732 -0.914
C1 -0.609 -2.106 -0.959
N1 -0.774 -0.824 -0.805
C2 -2.120 -0.245 -0.500
C3 -2.289 -0.075 0.829
C4 -0.727 -0.157 1.362
C5 -0.162 0.188 -0.035
N2 1.514 0.167 0.039
C6 2.180 0.991 0.893
N3 3.471 0.915 0.735
N4 3.681 0.112 -0.274
C7 2.566 -0.341 -0.706
C8 -0.733 1.488 -0.779
C9 -2.022 1.192 -1.064
H1 -1.653 -2.580 -0.921
H2 -3.210 0.136 1.360
H3 -0.530 0.572 2.091
H4 -0.317 -1.146 1.627
H5 1.845 1.399 1.845
H6 2.571 -1.144 -1.484
H7 -0.253 2.420 -0.902
H8 -2.819 1.772 -1.437